[1]
A structure of composition C3H2CaLiO3 in a non-equilibrium geometry, computed with the ωB97M-V functional and the def2-TZVPD basis.

CARTESIAN COORDINATES (ANGSTROEM)
O (2.9305, 0.9774, 0.8805)
C (2.8403, 0.6427, -0.2469)
O (-0.9428, 1.1423, -0.9569)
C (-1.7035, 0.7046, -0.0914)
C (-1.4667, -0.6927, 0.5255)
O (-0.5047, -1.3786, 0.1730)
Ca (0.6331, -0.1388, -0.9646)
H (-2.5914, 1.2122, 0.2854)
H (-2.2386, -1.0040, 1.2294)
Li (3.0439, -1.4650, -0.8339)

Calculated values
- total energy (hartree) = -1026.2343
- HOMO energy (alpha / beta) (hartree) = -0.17384 / -0.18419
- LUMO level (alpha / beta) (eV) = -1.50 / -1.76
- multiplicity = 2
- energy relative to the best compared isomer or geometry (same formula, charge and spin) (kcal/mol) = 17.2

These are the natural (NBO) partial charges, in e, on atoms 1 to 6: -0.4919, -0.1879, -0.9010, 0.0343, 0.0239, -0.9133



[2]
A structure of composition C3H2Cl2F18NO4P2S2V in a non-equilibrium geometry, computed with the ωB97M-V functional and the def2-TZVPD basis.

CARTESIAN COORDINATES (ANGSTROEM)
V (-0.0688, -0.4596, -0.1098)
P (-2.1535, 0.0553, 2.1069)
F (-2.1295, 0.1405, 0.4204)
F (-2.1157, 1.6135, 2.2010)
F (-3.7503, 0.0250, 2.1488)
F (-2.0131, -0.1406, 3.6720)
F (-2.1723, -1.5517, 1.8903)
F (-0.4792, 0.0290, 1.9429)
P (1.5589, -2.7592, 0.7969)
F (1.7972, -3.0062, 2.3303)
F (1.2469, -4.2688, 0.4894)
F (-0.0300, -2.4558, 1.0817)
F (1.2944, -2.3486, -0.7852)
F (1.7668, -1.1131, 1.0128)
F (3.0979, -2.9260, 0.4891)
C (2.5235, 1.3578, -2.4385)
F (3.2069, 2.2227, -1.7098)
F (2.6941, 1.6240, -3.7346)
F (2.9401, 0.1167, -2.1716)
S (0.6914, 1.4200, -2.0858)
O (0.0889, 2.4484, -2.8448)
O (0.1620, 0.0776, -2.3088)
N (0.5945, 1.4937, -0.4303)
S (0.6422, 3.0367, 0.0927)
O (1.3382, 3.9205, -0.7883)
O (-0.6133, 3.4782, 0.5803)
C (1.7116, 2.8560, 1.5857)
F (2.0656, 4.0583, 2.0197)
F (1.0438, 2.2191, 2.5446)
F (2.8203, 2.1495, 1.3052)
C (-3.6279, -2.7300, -1.7611)
Cl (-4.2769, -2.2390, -3.3265)
Cl (-1.9313, -2.3325, -1.5849)
H (-4.1915, -2.2115, -0.9935)
H (-3.7319, -3.8000, -1.6373)

Calculated values
- total energy (hartree) = -5612.8955
- total charge = -1
- HOMO energy (alpha / beta) (hartree) = -0.24438 / -0.32260
- LUMO level (alpha / beta) (eV) = 2.43 / 2.43
- multiplicity = 4
- energy relative to the best compared isomer or geometry (same formula, charge and spin) (kcal/mol) = 0.0

These are the natural (NBO) partial charges, in e, on atoms 1 to 6: 1.2812, 2.6082, -0.5880, -0.5507, -0.5723, -0.5650



[3]
A cluster of 2 separate species, C3H2Cl2F2 in total in a non-equilibrium geometry, computed with the ωB97M-V functional and the def2-TZVPD basis.

CARTESIAN COORDINATES (ANGSTROEM)
C (0.3475, 1.5391, 0.0317)
C (0.8717, 0.5117, 0.5802)
C (-0.5816, -1.3398, -0.3958)
F (1.8998, 0.2401, 1.3049)
F (0.1434, -1.9945, -1.3308)
Cl (-2.0359, -0.5208, -0.9718)
Cl (-0.7876, -2.3742, 0.9711)
H (0.8259, 2.4927, 0.1392)
H (-0.6832, 1.4456, -0.3285)

Calculated values
- total energy (hartree) = -1235.4545
- HOMO energy (alpha / beta) (hartree) = -0.33501 / -0.33967
- LUMO level (alpha / beta) (eV) = -0.28 / -0.61
- energy relative to the best compared isomer or geometry (same formula, charge and spin) (kcal/mol) = 92.9

These are the natural (NBO) partial charges, in e, on atoms 1 to 6: -0.6170, 0.5055, 0.2098, -0.2896, -0.3277, 0.0213



[4]
The molecule C3H2Cl2N2 in a non-equilibrium geometry, computed with the ωB97M-V functional and the def2-TZVPD basis.

CARTESIAN COORDINATES (ANGSTROEM)
Cl (-0.5670, 1.3364, -2.5656)
C (-0.4612, 0.3117, -1.0526)
C (-1.2056, -0.8152, -0.6088)
C (-0.5398, -0.8840, 0.8210)
N (0.3467, 0.1217, 0.9657)
Cl (1.9683, -0.8258, 1.5389)
N (0.5232, 0.7073, -0.2454)
H (-0.7861, -1.6582, 1.5433)
H (0.7216, 1.7061, -0.3965)

Calculated values
- total energy (hartree) = -1145.1933
- SMILES string = ClC1=C=CN(Cl)N1
- HOMO energy (alpha / beta) (hartree) = -0.32015 / -0.32010
- LUMO level (alpha / beta) (eV) = -2.38 / -2.38
- energy relative to the best compared isomer or geometry (same formula, charge and spin) (kcal/mol) = 141.7

These are the natural (NBO) partial charges, in e, on atoms 1 to 6: -0.0014, 0.1802, -0.3251, -0.0157, -0.1241, 0.0511



[5]
A cluster of 2 separate species, C3H2Cl2O2 in total in a non-equilibrium geometry, computed with the ωB97M-V functional and the def2-TZVPD basis.

CARTESIAN COORDINATES (ANGSTROEM)
O (-0.9560, -1.6902, -0.7971)
C (-0.9587, -0.5027, -0.8312)
Cl (-2.5391, 0.2012, -0.4392)
Cl (-0.2402, 0.4013, -2.3162)
C (0.5013, 0.0119, 1.0209)
C (1.4933, 0.7990, 0.5257)
O (2.4425, 1.4040, 0.1346)
H (0.4902, -1.1818, 1.0941)
H (-0.2333, 0.5573, 1.6084)

Calculated values
- total energy (hartree) = -1186.2940
- SMILES string = O=C(Cl)Cl.C=C=O
- HOMO energy (hartree) = -0.36767
- LUMO level (eV) = -1.15
- energy relative to the best compared isomer or geometry (same formula, charge and spin) (kcal/mol) = 60.8

These are the natural (NBO) partial charges, in e, on atoms 1 to 6: -0.5263, 0.4809, -0.0142, -0.0780, -0.8226, 0.7720



[6]
A cluster of 2 separate species, C3H2Cl4 in total in a non-equilibrium geometry, computed with the ωB97M-V functional and the def2-TZVPD basis.

CARTESIAN COORDINATES (ANGSTROEM)
C (-1.3408, 1.6048, 0.0585)
C (-0.6460, 0.7528, -0.6835)
C (1.7472, -2.5419, 0.2403)
Cl (-2.4434, 1.1271, 1.2763)
Cl (-0.7299, -0.9598, -0.5145)
Cl (2.7624, -1.6260, -0.7317)
Cl (1.8550, -2.1320, 1.8580)
H (-1.2476, 2.6725, -0.0697)
H (0.0431, 1.1024, -1.4339)

Calculated values
- total energy (hartree) = -1956.1093
- HOMO energy (alpha / beta) (hartree) = -0.30185 / -0.35272
- LUMO level (alpha / beta) (eV) = 0.76 / -1.94
- multiplicity = 3
- energy relative to the best compared isomer or geometry (same formula, charge and spin) (kcal/mol) = 0.0

These are the natural (NBO) partial charges, in e, on atoms 1 to 6: -0.2485, -0.2449, -0.1018, 0.0230, 0.0209, 0.0413



[7]
The molecule C3H2ClF3 in a non-equilibrium geometry, computed with the ωB97M-V functional and the def2-TZVPD basis.

CARTESIAN COORDINATES (ANGSTROEM)
C (-0.4181, -0.4823, 0.2932)
C (1.0222, -1.2628, -2.1109)
C (-0.0812, 0.7430, 1.1455)
F (-1.3431, -0.0837, -0.6054)
F (-0.1618, -0.9331, -2.5712)
F (0.8758, 0.4290, 2.0275)
Cl (1.0759, -0.9990, -0.4690)
H (0.1893, 1.5454, 0.5847)
H (-1.1590, 1.0434, 1.7056)

Calculated values
- total energy (hartree) = -875.0057
- HOMO energy (alpha / beta) (hartree) = -0.29739 / -0.29744
- LUMO level (alpha / beta) (eV) = -0.98 / -0.97
- energy relative to the best compared isomer or geometry (same formula, charge and spin) (kcal/mol) = 165.5

These are the natural (NBO) partial charges, in e, on atoms 1 to 6: -0.0406, 0.1972, -0.0006, -0.3420, -0.2932, -0.3459



[8]
The molecule C3H2ClFN2 in a non-equilibrium geometry, computed with the ωB97M-V functional and the def2-TZVPD basis.

CARTESIAN COORDINATES (ANGSTROEM)
C (0.0749, 0.7550, 0.3708)
C (0.6211, 3.0691, 0.8447)
C (1.0216, 0.9561, -1.7307)
N (0.4254, 1.8293, 0.8893)
N (0.4946, 0.2105, -0.8151)
F (1.6783, 3.6320, 1.4595)
Cl (1.2280, 0.1357, -3.2258)
H (-0.6210, 0.1232, 0.8353)
H (0.1671, -0.6584, -0.9656)

Calculated values
- total energy (hartree) = -784.9130
- HOMO energy (hartree) = -0.32210
- LUMO level (eV) = -0.51
- energy relative to the best compared isomer or geometry (same formula, charge and spin) (kcal/mol) = 95.4

These are the natural (NBO) partial charges, in e, on atoms 1 to 6: 0.2676, 0.4785, 0.0639, -0.4359, -0.5937, -0.3248



[9]
A cluster of 3 separate species, C3H2ClN in total in a non-equilibrium geometry, computed with the ωB97M-V functional and the def2-TZVPD basis.

CARTESIAN COORDINATES (ANGSTROEM)
C (1.5309, 1.3714, 0.2275)
C (-1.7933, -1.1320, -0.2096)
C (-0.5795, -1.1863, -0.0668)
N (2.2781, 1.3762, -0.6172)
Cl (0.6143, -2.2631, -0.1029)
H (0.3982, 2.0328, 1.0803)
H (-2.4487, -0.1991, -0.3114)

Calculated values
- total energy (hartree) = -630.2234
- HOMO energy (hartree) = -0.37273
- LUMO level (eV) = -1.04
- energy relative to the best compared isomer or geometry (same formula, charge and spin) (kcal/mol) = 128.9

These are the natural (NBO) partial charges, in e, on atoms 1 to 6: 0.0643, -0.2277, -0.1567, -0.3723, 0.1442, 0.3085



[10]
A cluster of 2 separate species, C3H2ClN in total in a non-equilibrium geometry, computed with the ωB97M-V functional and the def2-TZVPD basis.

CARTESIAN COORDINATES (ANGSTROEM)
C (1.8872, 0.0910, -0.1800)
C (1.2350, 0.1168, 0.8028)
C (-2.1382, -0.1647, -0.3879)
N (-1.8179, 0.6400, 0.3847)
Cl (-2.3984, -1.3393, -1.4104)
H (2.5626, 0.7161, -0.8741)
H (0.6697, -0.0600, 1.6650)

Calculated values
- total energy (hartree) = -630.1389
- HOMO energy (alpha / beta) (hartree) = -0.20411 / -0.40111
- LUMO level (alpha / beta) (eV) = 0.49 / -2.73
- multiplicity = 3
- energy relative to the best compared isomer or geometry (same formula, charge and spin) (kcal/mol) = 87.3

These are the natural (NBO) partial charges, in e, on atoms 1 to 6: -0.1477, -0.2011, 0.1202, -0.3068, 0.1863, 0.1368



Question: Look up the total energy of the sixth one.
Answer: -1956.1093 hartree



Question: Among the records above, which one has the highest energy relative to the best compared isomer or geometry (same formula, charge and spin)?
Answer: C3H2ClF3



Question: Look up the total energy of the fifth one.
Answer: -1186.2940 hartree